Arrangement one

A cluster of 2 separate species, C3H7N3O in total. Source: the Open Molecules 2025 dataset; level of theory: ωB97M-V/def2-TZVPD.

## Properties
frontier orbital gap	10.2	eV
SMILES string	CNC=O.N#CN
HOMO energy	-9.5	eV

Each line ends with the natural charge from an NBO analysis.
Geometry (Å):
C -2.112 -0.940 0.168  -0.404
N -1.114 -0.058 -0.387  -0.616
C 1.911 -0.309 -0.199  0.388
N 2.694 0.745 -0.037  -0.858
C -0.208 0.671 0.378  0.522
N 1.536 -1.370 -0.547  -0.368
O 0.077 1.843 0.150  -0.633
H -1.314 0.333 -1.299  0.390
H 3.512 0.824 -0.622  0.412
H 2.164 1.605 0.105  0.434
H -0.041 0.187 1.357  0.132
H -3.056 -0.421 0.360  0.187
H -1.737 -1.353 1.102  0.208
H -2.313 -1.755 -0.528  0.207



Arrangement two

An isolated molecule of C3H7N3O. Source: the Open Molecules 2025 dataset; level of theory: ωB97M-V/def2-TZVPD.

## Properties
frontier orbital gap	7.2	eV
HOMO energy	-7.0	eV

Each line ends with the natural charge from an NBO analysis.
Geometry (Å):
C 2.847 -0.147 0.272  -0.722
N 1.415 0.358 0.574  -0.605
C 0.263 0.090 -0.359  0.781
O 0.443 -0.070 -1.533  -0.532
N -0.949 0.046 0.277  -0.650
C -2.148 -0.183 -0.406  0.273
N -3.239 -0.107 0.228  -0.647
H 3.048 0.300 -0.714  0.152
H 2.688 -1.220 0.079  0.141
H 1.512 1.371 0.664  0.429
H 1.183 0.018 1.508  0.413
H -1.048 0.256 1.263  0.416
H -1.992 -0.411 -1.463  0.195
H -4.025 -0.300 -0.389  0.356



Arrangement three

An isolated molecule of C3H7N3O. Source: the Open Molecules 2025 dataset; level of theory: ωB97M-V/def2-TZVPD.

## Properties
frontier orbital gap	9.2	eV
SMILES string	C/N=C(/N)C(N)=O
HOMO energy	-9.0	eV

Each line ends with the natural charge from an NBO analysis.
Geometry (Å):
C 1.216 1.219 -0.398  -0.487
N 1.256 -0.152 0.036  -0.425
C 0.177 -0.829 0.065  0.296
N 0.224 -2.187 0.334  -0.796
C -1.238 -0.275 0.014  0.614
O -2.196 -0.974 0.264  -0.539
N -1.370 1.140 -0.001  -0.872
H 2.191 1.690 -0.217  0.202
H 0.284 1.667 0.073  0.246
H 0.990 1.291 -1.472  0.177
H -0.570 -2.540 0.849  0.394
H 1.119 -2.434 0.738  0.391
H -1.487 1.578 -0.908  0.401
H -2.092 1.424 0.641  0.398



Which structure loses on stability? arrangement two does.



Arrangement one

A cluster of 5 separate species, C3H7N3O in total. Source: the Open Molecules 2025 dataset; level of theory: ωB97M-V/def2-TZVPD.

## Properties
frontier orbital gap	7.6	eV
HOMO energy	-9.0	eV

Each line ends with the natural charge from an NBO analysis.
Geometry (Å):
C 2.794 -0.303 0.213  -0.330
C 0.381 0.401 0.157  0.631
C -3.119 -0.394 -0.051  -0.158
H 3.023 0.915 -0.253  0.261
H 3.136 -0.266 1.620  0.213
H 3.013 -1.572 -0.609  0.248
H -0.234 2.269 -0.024  0.351
H -0.880 -1.196 -0.890  0.184
H -3.052 -1.508 -1.016  0.212
H -4.093 0.215 0.073  0.215
N 0.604 1.638 -0.291  -0.730
N -0.816 -0.101 0.528  -0.325
N -2.090 0.460 0.513  -0.202
O 1.333 -0.557 0.030  -0.570



Arrangement two

An isolated molecule of C3H7N3O. Source: the Open Molecules 2025 dataset; level of theory: ωB97M-V/def2-TZVPD.

## Properties
frontier orbital gap	10.5	eV
SMILES string	C/N=C(\N)C(N)=O
HOMO energy	-9.6	eV

Each line ends with the natural charge from an NBO analysis.
Geometry (Å):
C 1.990 0.620 -0.532  -0.457
N 0.537 0.640 -0.573  -0.464
C -0.080 -0.182 0.180  0.336
N 0.452 -1.058 1.106  -0.824
C -1.584 -0.349 0.003  0.622
O -2.062 -1.475 0.008  -0.615
N -2.304 0.778 -0.174  -0.797
H 2.389 -0.225 -1.119  0.195
H 2.392 0.538 0.490  0.186
H 2.371 1.540 -0.984  0.208
H -0.239 -1.691 1.487  0.405
H 1.301 -1.539 0.842  0.388
H -1.894 1.695 -0.098  0.412
H -3.271 0.692 -0.450  0.405



Which structure loses on stability? arrangement one does.



Arrangement one

A cluster of 2 separate species, C5H12N2 in total. Source: the Open Molecules 2025 dataset; level of theory: ωB97M-V/def2-TZVPD.

## Properties
frontier orbital gap	5.8	eV
HOMO energy	-7.9	eV

Each line ends with the natural charge from an NBO analysis.
Geometry (Å):
C -1.014 -0.961 0.539  -0.239
C -0.971 -0.679 -0.961  -0.389
C -0.163 0.699 -1.373  -0.484
N 2.572 -0.158 0.869  -0.375
C 1.964 0.193 -0.211  -0.064
C 0.907 1.107 -0.461  -0.116
N -1.554 0.234 1.257  -0.810
H -0.033 -1.124 0.930  0.197
H -1.640 -1.816 0.798  0.202
H -2.029 -0.462 -1.191  0.194
H -0.684 -1.469 -1.666  0.218
H 0.296 0.467 -2.366  0.224
H -0.838 1.518 -1.640  0.224
H 2.036 -0.441 1.958  0.133
H 1.354 -0.255 2.589  0.054
H 2.228 -0.265 -1.176  0.154
H 0.689 1.917 0.228  0.194
H -2.308 0.578 0.667  0.339
H -0.814 0.917 1.212  0.346



Arrangement two

An isolated molecule of C5H12N2. Source: the Open Molecules 2025 dataset; level of theory: ωB97M-V/def2-TZVPD.

## Properties
frontier orbital gap	8.9	eV
SMILES string	CCC/C(N)=C/N
HOMO energy	-7.9	eV

Each line ends with the natural charge from an NBO analysis.
Geometry (Å):
C 2.492 -0.829 0.250  -0.608
C 1.427 0.041 0.935  -0.404
C 0.575 0.798 -0.108  -0.434
C -0.803 0.224 -0.314  0.060
C -1.880 0.959 -0.067  -0.004
N -3.201 0.533 -0.194  -0.844
N -0.969 -1.084 -0.888  -0.855
H 2.003 -1.670 -0.233  0.200
H 3.345 -1.078 0.869  0.213
H 2.925 -0.263 -0.586  0.198
H 1.791 0.773 1.650  0.212
H 0.686 -0.639 1.359  0.197
H 0.387 1.838 0.205  0.210
H 1.082 1.029 -1.050  0.196
H -1.770 1.984 0.262  0.185
H -3.336 -0.322 -0.709  0.390
H -3.803 0.650 0.601  0.376
H -0.573 -1.790 -0.269  0.354
H -0.379 -1.156 -1.714  0.357



Arrangement three

An isolated molecule of C5H12N2. Source: the Open Molecules 2025 dataset; level of theory: ωB97M-V/def2-TZVPD.

## Properties
frontier orbital gap	9.8	eV
SMILES string	[H]/N=C\NCCCC
HOMO energy	-8.8	eV

Each line ends with the natural charge from an NBO analysis.
Geometry (Å):
C -2.794 -1.080 -0.183  -0.632
C -1.706 -0.678 -1.158  -0.403
C -1.079 0.695 -0.854  -0.393
C -0.245 0.681 0.422  -0.215
N 1.172 0.590 0.136  -0.634
C 2.074 0.120 1.049  0.291
N 3.270 -0.226 0.846  -0.704
H -2.866 -0.454 0.710  0.206
H -3.757 -1.144 -0.676  0.217
H -2.661 -2.052 0.309  0.215
H -2.094 -0.620 -2.180  0.204
H -0.878 -1.370 -1.267  0.204
H -1.862 1.445 -0.791  0.206
H -0.502 0.964 -1.742  0.200
H -0.498 1.560 1.031  0.182
H -0.555 -0.175 1.027  0.190
H 1.465 0.817 -0.798  0.388
H 1.733 0.073 2.082  0.161
H 3.552 -0.184 -0.136  0.319



Arrangement four

An isolated molecule of C5H12N2. Source: the Open Molecules 2025 dataset; level of theory: ωB97M-V/def2-TZVPD.

## Properties
frontier orbital gap	9.1	eV
SMILES string	CCCC/N=C\N
HOMO energy	-8.1	eV

Each line ends with the natural charge from an NBO analysis.
Geometry (Å):
C -0.371 0.551 -2.471  -0.626
C -1.426 0.658 -1.381  -0.395
C -1.205 -0.071 -0.029  -0.392
C -0.076 0.555 0.771  -0.225
N 2.258 -1.323 1.672  -0.875
C 1.301 -0.620 2.452  0.334
N 0.232 -0.187 1.980  -0.541
H 0.120 -0.423 -2.438  0.202
H 0.415 1.304 -2.586  0.214
H -0.983 0.629 -3.372  0.213
H -2.423 0.320 -1.698  0.201
H -1.600 1.696 -1.080  0.195
H -2.143 0.026 0.534  0.207
H -1.042 -1.145 -0.204  0.191
H 0.902 0.511 0.252  0.175
H -0.302 1.587 1.046  0.194
H 1.663 -1.800 1.020  0.393
H 3.123 -1.691 2.022  0.394
H 1.559 -0.575 3.510  0.140



Which structure loses on stability? arrangement one does.



Arrangement one

An isolated molecule of C5H12N2. Source: the Open Molecules 2025 dataset; level of theory: ωB97M-V/def2-TZVPD.

## Properties
frontier orbital gap	10.2	eV
SMILES string	C=CC[C@@H](N)CN
HOMO energy	-9.1	eV

Each line ends with the natural charge from an NBO analysis.
Geometry (Å):
N -1.815 -0.622 0.864  -0.854
C -0.543 -0.404 0.186  -0.040
C 0.437 0.328 1.116  -0.452
C 1.734 0.673 0.457  -0.167
C 2.869 0.007 0.648  -0.408
C -0.739 0.472 -1.109  -0.226
N -1.805 0.004 -1.993  -0.835
H -2.594 -0.496 0.249  0.355
H -1.830 -1.460 1.403  0.369
H -0.062 -1.348 -0.093  0.163
H -0.051 1.222 1.508  0.219
H 0.644 -0.401 1.907  0.202
H 1.743 1.594 -0.119  0.195
H 2.962 -0.707 1.458  0.191
H 3.787 0.382 0.210  0.198
H -0.794 1.512 -0.801  0.184
H 0.155 0.325 -1.716  0.204
H -1.463 -0.711 -2.616  0.359
H -2.636 -0.370 -1.560  0.343



Arrangement two

An isolated molecule of C5H12N2. Source: the Open Molecules 2025 dataset; level of theory: ωB97M-V/def2-TZVPD.

## Properties
frontier orbital gap	10.5	eV
SMILES string	CC(C)N1CN1C
HOMO energy	-9.3	eV

Each line ends with the natural charge from an NBO analysis.
Geometry (Å):
C 1.118 -1.069 -0.730  -0.092
C 1.149 1.457 1.281  -0.605
C -1.135 1.641 0.540  -0.629
C -1.044 -2.179 -1.134  -0.412
C 0.211 1.016 0.223  -0.058
N -0.224 -1.009 -1.171  -0.301
N 0.101 -0.473 0.249  -0.284
H 1.436 -2.066 -0.213  0.174
H 1.782 -0.565 -1.235  0.178
H 0.859 1.069 2.159  0.207
H 2.084 0.888 1.071  0.199
H 1.154 2.563 1.239  0.215
H -1.161 2.651 0.391  0.211
H -1.605 1.373 1.561  0.211
H -1.827 1.026 0.010  0.221
H -0.488 -3.049 -0.579  0.165
H -2.026 -1.980 -0.734  0.213
H -1.084 -2.542 -2.149  0.206
H 0.700 1.249 -0.776  0.180



Which structure loses on stability? arrangement two does.



Arrangement one

A cluster of 2 separate species, C4H15N2O in total. Source: the Open Molecules 2025 dataset; level of theory: ωB97M-V/def2-TZVPD.

## Properties
frontier orbital gap	11.1	eV
net charge	+1
HOMO energy	-13.9	eV

Each line ends with the natural charge from an NBO analysis.
Geometry (Å):
C -1.192 1.301 -1.920  -0.639
C -0.517 0.942 -0.613  -0.035
C 0.940 0.614 -0.829  -0.432
C 1.638 0.022 0.394  -0.240
N 1.415 -1.445 0.508  -0.869
N -1.183 -0.283 0.012  -0.729
H -1.006 2.322 -2.244  0.260
H -2.239 0.992 -1.973  0.223
H -0.650 0.747 -2.706  0.226
H -0.631 1.728 0.142  0.223
H 1.372 1.536 -1.248  0.252
H 1.096 -0.250 -1.505  0.211
H 2.701 0.240 0.234  0.205
H 1.287 0.421 1.345  0.200
H 1.963 -1.879 -0.239  0.362
H -1.167 -0.505 1.032  0.485
H 1.998 -1.755 1.284  0.380
H -0.635 -1.097 -0.317  0.446
H -2.074 -0.462 -0.452  0.428
H -1.200 -0.484 3.579  0.513
H -0.903 -1.833 2.795  0.505
O -1.014 -0.870 2.720  -0.975



Arrangement two

A cluster of 2 separate species, C4H15N2O in total. Source: the Open Molecules 2025 dataset; level of theory: ωB97M-V/def2-TZVPD.

## Properties
frontier orbital gap	11.8	eV
net charge	+1
HOMO energy	-14.6	eV

Each line ends with the natural charge from an NBO analysis.
Geometry (Å):
C 1.277 -0.716 -1.337  -0.255
N 1.430 0.664 -1.800  -0.876
C -0.229 -1.047 -1.321  -0.221
N -0.945 0.189 -0.807  -0.523
C -0.861 0.379 0.683  -0.225
C -1.746 1.536 1.136  -0.632
H 1.748 -1.429 -2.018  0.231
H 1.666 -0.884 -0.338  0.211
H 2.013 0.711 -2.638  0.399
H 2.015 1.207 -1.161  0.389
H -0.699 -1.278 -2.278  0.229
H -0.407 -1.854 -0.618  0.220
H -0.454 0.903 -1.377  0.467
H -1.919 0.134 -1.042  0.427
H 0.155 0.516 1.033  0.242
H -1.224 -0.577 1.061  0.211
H -1.185 2.472 1.110  0.235
H -2.580 1.699 0.451  0.213
H -2.169 1.306 2.111  0.254
H 1.616 -1.301 3.808  0.491
H 1.127 -1.685 2.391  0.464
O 1.372 -0.943 2.951  -0.953



Which structure loses on stability? arrangement two does.



Arrangement one

A cluster of 2 separate species, C4H15N2O in total. Source: the Open Molecules 2025 dataset; level of theory: ωB97M-V/def2-TZVPD.

## Properties
frontier orbital gap	11.4	eV
net charge	+1
HOMO energy	-14.5	eV

Each line ends with the natural charge from an NBO analysis.
Geometry (Å):
C 0.307 1.530 -0.567  -0.254
N -0.569 2.672 -0.106  -0.860
C 0.470 0.504 0.563  -0.019
N -0.852 0.462 1.359  -0.705
C 0.753 -1.965 1.254  -0.612
C 0.853 -0.910 0.192  -0.466
H -0.186 1.006 -1.385  0.203
H 1.310 1.886 -0.774  0.238
H -1.385 2.535 -0.695  0.369
H -0.163 3.553 -0.400  0.399
H 1.147 0.810 1.373  0.213
H -1.414 -0.221 0.836  0.424
H -1.304 1.388 1.298  0.468
H -0.817 0.096 2.309  0.443
H 1.295 -2.865 0.988  0.259
H 1.031 -1.636 2.266  0.209
H -0.309 -2.133 1.494  0.187
H 0.287 -1.164 -0.712  0.250
H 1.892 -0.896 -0.170  0.245
H -1.515 -1.763 -2.976  0.477
H -0.231 -1.177 -3.444  0.478
O -0.599 -1.714 -2.704  -0.946



Arrangement two

A structure of composition C4H15N2O. Source: the Open Molecules 2025 dataset; level of theory: ωB97M-V/def2-TZVPD.

## Properties
frontier orbital gap	5.5	eV
net charge	+1
HOMO energy	-13.9	eV

Each line ends with the natural charge from an NBO analysis.
Geometry (Å):
N 0.833 -1.541 -0.112  -0.742
C -0.172 -0.494 -0.513  -0.024
C -1.422 -1.082 -1.161  -0.651
C -0.647 0.455 0.648  -0.291
N -1.348 1.705 0.329  -0.256
C -0.516 2.919 0.415  -0.530
H 0.315 0.035 -1.312  0.224
H 1.755 -1.175 0.133  0.406
H 0.598 -2.221 0.618  0.389
H -0.904 1.454 -2.116  0.264
H -1.696 -1.992 -0.510  0.235
H -2.316 -0.421 -1.161  0.239
H -1.092 -1.471 -2.195  0.252
H 0.293 0.710 1.141  0.217
H -1.283 -0.159 1.405  0.279
H -1.117 2.096 -0.876  0.232
H 0.472 2.973 -0.143  0.239
H -0.213 3.222 1.405  0.272
H -1.148 3.735 0.068  0.241
H 2.916 -2.794 2.013  0.470
H 3.392 -3.376 0.728  0.479
O 3.302 -2.578 1.195  -0.943



Which structure loses on stability? arrangement two does.